No. 1
{"formula": "C8H8BrNO3", "method": "ωB97M-V with the def2-TZVPD basis set", "elements": ["C", "C", "C", "C", "C", "C", "C", "C", "N", "O", "O", "O", "Br", "H", "H", "H", "H", "H", "H", "H", "H"], "positions_angstrom": [[-0.939, -0.082, 2.984], [0.434, 0.206, 2.632], [-1.921, -0.400, 2.004], [0.803, 0.133, 1.276], [-1.426, -0.556, 0.652], [-0.145, -0.237, 0.456], [-0.009, 1.678, -2.589], [0.634, -0.490, -1.878], [1.676, -1.163, -1.223], [1.572, -2.423, -1.088], [2.607, -0.518, -0.743], [0.956, 0.733, -2.223], [-0.672, -1.675, -2.467], [-1.180, -0.226, 3.988], [1.146, 0.364, 3.388], [-2.897, -0.651, 2.167], [1.939, 0.225, 0.793], [-1.977, -0.772, -0.212], [-0.725, 1.427, -3.368], [0.662, 2.504, -2.792], [-0.539, 1.922, -1.758]], "mulliken_charge": [-0.51, -0.56, -0.68, -0.02, -0.24, 0.31, -0.78, 0.24, 0.97, -0.65, -0.65, -0.33, -0.01, 0.41, 0.43, 0.48, 0.28, 0.33, 0.32, 0.28, 0.39], "lumo_ev": [-0.76, -0.86], "spin_multiplicity": 1, "e_homo_ev": [-8.48, -8.51], "gap_ev": [7.722, 7.645]}

No. 2
{"formula": "C3H3HgLiO3", "method": "ωB97M-V with the def2-TZVPD basis set", "elements": ["O", "C", "O", "Li", "O", "Hg", "C", "H", "H", "C", "H"], "positions_angstrom": [[-1.187, -0.926, -0.330], [-0.827, -0.201, -1.261], [-1.149, 1.085, -1.369], [-0.301, 0.970, -3.308], [0.282, -0.350, -1.909], [-1.069, -2.770, -1.884], [1.677, 1.111, 0.620], [1.974, 0.103, 0.873], [-0.699, 1.617, -0.412], [1.030, 2.111, 0.972], [0.968, 3.001, 1.580]], "mulliken_charge": [-0.61, 0.90, -0.57, 0.89, -0.75, 0.68, 0.00, 0.35, 0.38, -0.64, 0.38], "total_charge": 1, "lumo_ev": [-4.09, -7.24], "spin_multiplicity": 2, "s_squared": 0.753, "e_homo_ev": [-13.81, -14.11], "gap_ev": [9.715, 6.873]}

No. 3
{"formula": "C7H6N2O2", "method": "ωB97M-V with the def2-TZVPD basis set", "elements": ["C", "C", "C", "C", "O", "O", "C", "N", "N", "C", "C", "H", "H", "H", "H", "H", "H"], "positions_angstrom": [[-0.262, -1.609, -1.510], [-0.008, -0.499, -0.520], [-0.117, 0.863, -1.056], [0.046, 1.977, -0.301], [0.049, 3.153, -0.826], [0.527, 1.915, 0.950], [0.519, 0.694, 1.576], [0.400, 0.489, 2.920], [0.192, -0.912, 3.085], [0.267, -1.518, 1.945], [0.362, -0.570, 0.837], [0.015, -2.563, -1.002], [-1.348, -1.678, -1.886], [0.493, -1.373, -2.410], [-0.638, 0.995, -2.056], [-0.381, 3.242, -1.704], [-0.116, -2.607, 1.959]], "mulliken_charge": [-1.26, 0.88, -0.40, 0.65, -0.48, -0.29, 0.15, -0.53, -0.38, -0.50, 0.41, 0.36, 0.30, 0.30, 0.11, 0.36, 0.32], "lumo_ev": -0.41, "spin_multiplicity": 1, "smiles": "Cc1cc(O)oc2nncc1-2", "e_homo_ev": -8.79, "gap_ev": 8.382}

No. 4
{"formula": "C10H19NO", "method": "ωB97M-V with the def2-TZVPD basis set", "elements": ["C", "C", "C", "N", "C", "C", "C", "C", "O", "C", "C", "C", "H", "H", "H", "H", "H", "H", "H", "H", "H", "H", "H", "H", "H", "H", "H", "H", "H", "H", "H"], "positions_angstrom": [[-0.081, 3.452, 0.225], [-0.153, 1.934, 0.114], [1.142, 1.364, -0.485], [1.253, -0.078, -0.556], [0.253, -0.727, -1.382], [-1.042, -0.933, -0.744], [-2.044, -1.136, -0.113], [-3.328, -1.285, 0.555], [-4.177, -0.167, 0.379], [1.505, -0.744, 0.709], [2.990, -0.689, 1.082], [3.854, -1.362, 0.024], [0.740, 3.750, 0.874], [0.078, 3.900, -0.754], [-1.006, 3.847, 0.638], [-1.002, 1.654, -0.512], [-0.319, 1.505, 1.103], [1.259, 1.751, -1.504], [1.990, 1.727, 0.100], [0.647, -1.706, -1.683], [0.115, -0.125, -2.287], [-3.818, -2.204, 0.192], [-3.174, -1.374, 1.635], [-4.245, 0.025, -0.562], [1.214, -1.792, 0.603], [0.906, -0.322, 1.530], [3.303, 0.350, 1.198], [3.123, -1.185, 2.045], [3.605, -2.418, -0.056], [3.682, -0.893, -0.941], [4.908, -1.274, 0.275]], "mulliken_charge": [-1.45, 0.14, -0.98, 0.47, -1.05, 0.26, 0.10, -0.51, -0.53, -0.83, -0.48, -1.17, 0.35, 0.33, 0.40, 0.25, 0.22, 0.36, 0.22, 0.34, 0.36, 0.25, 0.28, 0.32, 0.56, 0.21, 0.27, 0.38, 0.28, 0.29, 0.38], "lumo_ev": 0.80, "spin_multiplicity": 1, "smiles": "CCCN(CC#CCO)CCC", "e_homo_ev": -8.37, "gap_ev": 9.169}

No. 5
{"formula": "C6H12", "method": "ωB97M-V with the def2-TZVPD basis set", "elements": ["C", "C", "C", "C", "C", "C", "H", "H", "H", "H", "H", "H", "H", "H", "H", "H", "H", "H"], "positions_angstrom": [[2.031, 1.679, -0.455], [1.005, -0.965, 0.648], [0.026, -1.188, -0.363], [-1.240, -1.809, 0.329], [-1.339, -0.472, -0.256], [-1.506, 0.765, 0.592], [1.754, 1.152, -1.371], [1.568, 2.668, -0.451], [3.117, 1.783, -0.408], [1.681, 1.115, 0.418], [1.969, -1.373, 0.276], [0.235, -1.604, -1.352], [-1.175, -1.901, 1.408], [-1.646, -2.669, -0.194], [-1.823, -0.429, -1.230], [-2.559, 0.894, 0.869], [-1.190, 1.656, 0.037], [-0.906, 0.697, 1.502]], "mulliken_charge": [-0.91, -1.18, 0.20, -0.80, 0.41, -1.38, 0.22, 0.27, 0.31, 0.15, 0.28, 0.44, 0.32, 0.28, 0.35, 0.37, 0.27, 0.37], "lumo_ev": 0.35, "spin_multiplicity": 1, "e_homo_ev": -8.27, "gap_ev": 8.616}

No. 6
{"formula": "C4H8O2", "method": "ωB97M-V with the def2-TZVPD basis set", "elements": ["C", "C", "C", "O", "C", "O", "H", "H", "H", "H", "H", "H", "H", "H"], "positions_angstrom": [[0.505, 0.305, 1.510], [0.030, -0.295, 0.191], [1.124, -1.093, -0.492], [2.102, -1.526, 0.071], [-0.560, 0.709, -0.799], [-1.417, -0.020, -1.658], [0.932, -0.480, 2.138], [-0.329, 0.768, 2.049], [1.283, 1.062, 1.357], [-0.781, -1.010, 0.392], [0.971, -1.259, -1.580], [-1.104, 1.498, -0.260], [0.246, 1.198, -1.373], [-1.833, 0.593, -2.277]], "mulliken_charge": [-1.42, 0.53, -0.10, -0.49, -0.66, -0.51, 0.37, 0.40, 0.32, 0.22, 0.36, 0.36, 0.32, 0.30], "lumo_ev": 0.74, "spin_multiplicity": 1, "smiles": "C[C@H](C=O)CO", "e_homo_ev": -9.69, "gap_ev": 10.428}

No. 7
{"formula": "C4H6N2", "method": "ωB97M-V with the def2-TZVPD basis set", "elements": ["C", "N", "C", "C", "N", "C", "H", "H", "H", "H", "H", "H"], "positions_angstrom": [[1.822, 0.064, -0.070], [0.541, -0.051, 0.056], [-0.260, -1.178, 0.113], [-1.527, -0.738, -0.039], [-1.534, 0.682, -0.003], [-0.341, 1.105, 0.006], [2.269, 1.181, -0.156], [2.500, -0.924, -0.145], [0.057, -2.196, -0.067], [-2.363, -1.192, -0.406], [-2.280, 1.343, -0.173], [-0.042, 2.192, 0.073]], "mulliken_charge": [0.12, 0.17, -0.12, -0.33, 0.13, -0.07, 0.28, 0.32, 0.38, 0.44, 0.31, 0.35], "total_charge": 2, "lumo_ev": -12.22, "spin_multiplicity": 1, "smiles": "C=[N+]1C=C[NH+]=C1", "e_homo_ev": -20.88, "gap_ev": 8.661}

No. 8
{"formula": "C4H6I2O", "method": "ωB97M-V with the def2-TZVPD basis set", "elements": ["C", "C", "C", "C", "O", "I", "I", "H", "H", "H", "H", "H", "H"], "positions_angstrom": [[0.510, -0.202, 0.301], [0.276, 0.320, 1.560], [3.049, 0.494, -1.310], [1.035, -0.221, 2.673], [3.181, -0.645, -1.073], [3.477, 1.873, 0.198], [2.556, 1.448, -3.060], [1.350, -0.937, 0.134], [-0.112, 0.043, -0.661], [-0.482, 1.146, 1.717], [0.440, -0.980, 3.172], [1.388, 0.555, 3.308], [1.919, -0.755, 2.351]], "mulliken_charge": [-0.72, 0.13, 0.09, -1.04, -0.39, 0.12, 0.17, 0.21, 0.24, 0.28, 0.30, 0.33, 0.29], "lumo_ev": -0.48, "spin_multiplicity": 1, "e_homo_ev": -9.16, "gap_ev": 8.674}

No. 9
{"formula": "CHN4", "method": "ωB97M-V with the def2-TZVPD basis set", "elements": ["C", "N", "N", "N", "N", "H"], "positions_angstrom": [[-0.509, 0.005, 0.000], [-2.508, 0.663, 0.010], [-1.214, 1.104, -0.008], [-1.262, -1.109, 0.005], [-2.486, -0.679, -0.001], [0.639, 0.111, 0.001]], "mulliken_charge": [0.11, -0.33, -0.39, -0.38, -0.36, 0.35], "total_charge": -1, "lumo_ev": 5.03, "spin_multiplicity": 1, "e_homo_ev": -4.50, "gap_ev": 9.527}

No. 10
{"formula": "C4H8N4", "method": "ωB97M-V with the def2-TZVPD basis set", "elements": ["H", "N", "C", "N", "C", "N", "C", "C", "N", "H", "H", "H", "H", "H", "H", "H"], "positions_angstrom": [[0.846, -2.537, 1.630], [1.047, -1.825, 2.330], [0.551, -0.670, 2.078], [-0.217, -0.098, 1.102], [-0.446, 1.225, 0.752], [-0.603, 1.723, -0.317], [-0.179, 1.204, -1.637], [0.332, -0.391, -1.489], [-0.318, -0.895, -0.054], [0.664, -0.006, 2.981], [-1.002, 1.730, 1.658], [0.581, 2.022, -2.035], [-1.139, 0.933, -2.387], [-0.350, -0.841, -2.411], [1.505, -0.896, -1.768], [-1.273, -0.678, -0.432]], "mulliken_charge": [0.25, -0.60, 0.08, 0.31, -0.06, -0.40, -0.34, -0.47, -0.68, 0.27, 0.29, 0.28, 0.25, 0.24, 0.27, 0.31], "lumo_ev": 0.67, "spin_multiplicity": 1, "smiles": "[H]/N=C\\N1C=NCCN1", "e_homo_ev": -9.24, "gap_ev": 9.905}

No. 11
{"formula": "C4H6O2", "method": "ωB97M-V with the def2-TZVPD basis set", "elements": ["O", "C", "C", "C", "C", "O", "H", "H", "H", "H", "H", "H"], "positions_angstrom": [[-1.777, 0.710, -0.085], [-0.780, -0.255, -0.386], [0.306, 0.304, -1.216], [0.110, -0.711, 0.746], [1.139, 0.124, 1.018], [1.501, 0.965, 0.085], [-1.886, 0.723, 0.874], [-1.264, -1.155, -0.803], [0.772, -0.463, -1.854], [0.272, 1.306, -1.580], [-0.017, -1.673, 1.199], [1.626, 0.126, 2.001]], "mulliken_charge": [-0.57, 0.35, -0.40, -0.78, 0.02, -0.50, 0.36, 0.24, 0.27, 0.27, 0.37, 0.38], "lumo_ev": 0.83, "spin_multiplicity": 1, "e_homo_ev": -8.49, "gap_ev": 9.317}

No. 12
{"formula": "C31H47ClO2P2Sn", "method": "ωB97M-V with the def2-TZVPD basis set", "elements": ["Sn", "C", "C", "C", "C", "C", "C", "H", "H", "H", "C", "H", "H", "H", "C", "H", "H", "H", "C", "H", "H", "H", "C", "H", "H", "H", "C", "C", "C", "C", "C", "C", "C", "C", "H", "H", "H", "H", "H", "H", "H", "H", "H", "H", "H", "H", "P", "P", "C", "C", "H", "H", "H", "H", "C", "H", "H", "H", "C", "H", "H", "H", "C", "H", "H", "H", "C", "H", "H", "H", "Cl", "C", "C", "C", "C", "C", "C", "C", "O", "O", "H", "H", "H", "H"], "positions_angstrom": [[-3.567, -0.387, 1.237], [1.314, 0.894, 3.563], [2.406, 1.329, 2.749], [0.743, 2.916, 2.627], [0.318, 1.907, 3.521], [2.036, 2.567, 2.150], [1.195, -0.372, 4.305], [2.062, -1.019, 4.132], [0.284, -0.913, 4.001], [1.107, -0.204, 5.392], [-0.945, 1.876, 4.269], [-1.599, 1.082, 3.884], [-1.475, 2.836, 4.204], [-0.767, 1.654, 5.328], [-0.022, 4.141, 2.295], [-0.123, 4.800, 3.170], [-1.037, 3.885, 1.962], [0.467, 4.715, 1.501], [2.865, 3.353, 1.215], [3.574, 4.004, 1.750], [2.236, 3.992, 0.585], [3.451, 2.699, 0.558], [3.692, 0.634, 2.564], [4.516, 1.162, 3.069], [3.955, 0.574, 1.501], [3.659, -0.384, 2.967], [0.314, -2.539, 0.334], [1.427, -2.584, 1.074], [2.832, -2.335, 0.612], [2.886, -1.499, -0.683], [2.273, -0.127, -0.530], [1.027, 0.344, -0.655], [-0.241, -0.382, -0.974], [0.004, -1.919, -0.992], [3.358, -3.284, 0.407], [2.462, -2.076, -1.513], [3.419, -1.851, 1.410], [0.770, -2.134, -1.738], [-0.593, -2.982, 0.769], [1.323, -2.932, 2.109], [-0.922, -2.417, -1.335], [-1.059, -0.142, -0.265], [0.885, 1.418, -0.491], [-0.613, -0.061, -1.964], [3.952, -1.363, -0.934], [3.054, 0.630, -0.373], [-1.177, -0.507, -4.966], [-0.999, 2.156, -6.171], [-1.164, -0.527, -6.855], [-1.499, 0.859, -7.415], [-1.888, -1.282, -7.204], [-0.161, -0.843, -7.194], [-0.971, 1.043, -8.367], [-2.579, 0.960, -7.611], [-1.602, 3.566, -7.203], [-1.189, 4.496, -6.801], [-2.694, 3.612, -7.164], [-1.280, 3.452, -8.245], [0.739, 2.272, -6.798], [0.752, 2.237, -7.892], [1.359, 1.466, -6.401], [1.151, 3.233, -6.476], [-2.622, -1.623, -4.773], [-2.665, -1.985, -3.739], [-2.547, -2.461, -5.478], [-3.524, -1.034, -4.991], [0.253, -1.674, -4.827], [1.125, -1.232, -5.331], [0.017, -2.636, -5.304], [0.506, -1.834, -3.773], [-1.531, -3.358, 9.164], [-2.009, -2.816, 7.619], [-2.762, -3.644, 6.783], [-3.077, -3.221, 5.480], [-2.648, -1.960, 5.039], [-1.966, -1.110, 5.911], [-1.631, -1.529, 7.200], [-2.953, -1.535, 3.625], [-3.950, -1.972, 2.973], [-2.203, -0.646, 3.028], [-3.093, -4.625, 7.144], [-3.654, -3.847, 4.799], [-1.694, -0.101, 5.588], [-1.076, -0.856, 7.859]], "mulliken_charge": [1.21, 0.49, 0.46, 0.24, 0.77, 0.54, -0.98, 0.36, -0.16, 0.36, -0.79, -0.13, 0.44, 0.33, -1.69, 0.33, 0.30, 0.37, -1.52, 0.33, 0.37, 0.38, -1.56, 0.38, 0.29, 0.29, -0.22, -0.96, -0.47, -1.30, -0.17, -0.60, 1.22, 0.05, 0.50, 0.33, 0.16, -0.44, 0.45, 0.41, 0.36, -0.82, 0.34, 0.04, 0.50, 0.54, 0.58, 0.31, -0.84, -0.94, 0.47, 0.44, 0.53, 0.47, -1.08, 0.40, 0.39, 0.37, -1.12, 0.42, 0.29, 0.41, -1.24, 0.30, 0.44, 0.37, -0.37, 0.38, 0.45, -0.38, -0.16, 0.33, -0.65, -0.55, 0.32, 0.26, -0.75, 0.85, -0.79, -0.78, 0.42, 0.42, 0.27, 0.44], "total_charge": 2, "lumo_ev": [-7.97, -8.75], "spin_multiplicity": 1, "e_homo_ev": [-10.66, -10.76], "gap_ev": [2.695, 2.003]}

Values of relative energy (zero: lowest compared OMol25 entry of this formula, charge and spin), in order: 81.51 41.68 85.76 47.22 108.25 27.23 20.35 19.33 25.19 130.56 72.98 0.00, all in kcal/mol.